(1)
C29H30N6ORh | ωB97M-V/def2-TZVPD

```
67
C29H30N6ORh (ωB97M-V/def2-TZVPD)
Rh -0.127 0.607 -0.899
C -1.468 1.093 0.687
C -1.665 1.988 -0.399
C -0.433 2.657 -0.626
C 0.490 2.236 0.413
C -0.148 1.283 1.216
H -2.181 0.380 1.072
H -2.574 2.055 -0.973
H -0.190 3.377 -1.392
H 1.509 2.576 0.530
H 0.275 0.778 2.069
C 1.464 -7.197 -12.084
O 0.748 -5.970 -11.931
C 0.733 -5.376 -10.738
C -0.009 -4.189 -10.658
C -0.082 -3.499 -9.476
C 0.583 -3.969 -8.333
C 1.312 -5.154 -8.420
C 1.394 -5.860 -9.604
C 0.492 -3.204 -7.110
N -0.294 -2.153 -6.917
C -0.057 -1.752 -5.651
C 0.891 -2.554 -5.027
N 1.231 -3.478 -5.981
C 1.351 -2.308 -3.711
C 2.375 -3.002 -3.036
C 2.763 -2.603 -1.780
C 2.121 -1.523 -1.176
N 1.132 -0.864 -1.772
C 0.746 -1.232 -3.024
C -0.250 -0.420 -3.645
N -0.730 0.626 -2.911
C -1.529 1.502 -3.515
C -1.938 1.362 -4.842
C -1.514 0.279 -5.570
C -0.632 -0.637 -4.972
H 1.314 -7.497 -13.115
H 1.065 -7.963 -11.418
H 2.528 -7.049 -11.897
H -0.513 -3.838 -11.548
H -0.653 -2.583 -9.416
H 1.820 -5.566 -7.555
H 1.960 -6.778 -9.642
H 1.921 -4.207 -5.914
H 2.873 -3.836 -3.513
H 3.571 -3.102 -1.265
H 2.429 -1.151 -0.208
H -1.869 2.356 -2.951
H -2.589 2.112 -5.269
H -1.816 0.124 -6.598
N 1.594 -3.909 5.106
C 0.888 -4.396 3.865
C 0.236 -3.206 3.168
N 1.167 -2.124 2.843
C 1.891 -1.703 4.045
C 2.602 -2.840 4.772
H 2.047 -4.689 5.588
H 0.904 -3.532 5.761
H 0.162 -5.151 4.161
H 1.653 -4.862 3.244
H -0.544 -2.796 3.817
H -0.260 -3.560 2.266
H 1.830 -2.447 2.145
H 1.171 -1.238 4.727
H 2.626 -0.939 3.797
H 3.070 -2.511 5.698
H 3.355 -3.315 4.143
```

## Properties
electronic energy	-44532.45038	eV
charge	+3
2S+1	1
LUMO level	-10.17	eV
gap between HOMO and LUMO	3.224	eV

Taken from the Mulliken analysis, the atomic charges in e are: 0.941 -0.247 -0.476 -0.308 -0.398 -0.328 0.427 0.520 0.419 0.446 0.496 -0.847 -0.442 0.885 -0.612 -0.529 0.317 -0.764 -0.649 0.452 -0.767 0.391 -0.088 -0.100 0.325 -0.100 -1.099 -0.233 -0.708 0.443 -0.011 -0.254 -0.068 -1.150 -0.267 0.531 0.249 0.355 0.354 0.452 0.466 0.208 0.434 0.196 0.497 0.461 0.623 0.415 0.467 0.644 -0.160 -0.582 -0.746 -0.079 -0.721 -0.764 0.355 0.381 0.395 0.355 0.378 0.388 0.208 0.415 0.431 0.413 0.362

(2)
C29H31As2BrCsIN4O7S | ωB97M-V/def2-TZVPD

```
77
C29H31As2BrCsIN4O7S (ωB97M-V/def2-TZVPD)
Cs -14.110 11.965 -10.680
C -19.476 9.854 -6.892
As -18.216 8.711 -8.021
C -18.640 9.366 -9.778
C -19.288 7.009 -7.935
C -20.664 6.964 -7.717
C -21.353 5.772 -7.444
C -20.671 4.572 -7.442
C -19.333 4.545 -7.831
C -18.661 5.758 -8.077
As -16.702 5.591 -8.442
C -16.847 3.901 -9.403
C -16.454 6.638 -10.079
H -20.460 9.904 -7.363
H -18.982 10.800 -6.657
H -19.483 9.352 -5.867
H -19.725 9.341 -9.817
H -18.293 8.683 -10.538
H -18.191 10.332 -9.957
H -21.214 7.888 -7.632
H -22.413 5.753 -7.196
H -21.200 3.598 -7.287
H -18.755 3.579 -7.903
H -17.693 3.718 -9.992
H -16.598 2.907 -8.899
H -16.100 3.953 -10.212
H -17.306 6.413 -10.719
H -15.575 6.351 -10.582
H -16.510 7.728 -9.960
C -15.719 7.129 -17.629
C -16.111 7.985 -16.439
C -15.041 8.426 -15.616
C -15.243 9.340 -14.606
C -16.546 9.787 -14.296
C -17.560 9.393 -15.102
C -17.350 8.459 -16.173
S -16.758 10.898 -12.877
O -16.157 10.065 -11.759
O -18.159 11.096 -12.716
N -15.848 12.096 -13.012
C -15.614 12.857 -14.243
C -14.095 13.268 -14.389
O -13.788 13.819 -15.455
O -13.414 13.154 -13.316
H -16.555 6.506 -17.856
H -14.863 6.495 -17.383
H -15.489 7.863 -18.413
H -14.005 8.168 -15.800
H -14.364 9.688 -14.029
H -18.569 9.618 -14.725
H -18.203 8.128 -16.808
H -16.226 13.801 -14.215
H -15.820 12.287 -15.197
O -25.893 19.176 -12.204
C -26.446 18.256 -12.550
I -17.001 17.895 -8.947
C -16.364 15.949 -8.548
C -16.475 15.232 -7.353
N -15.867 14.102 -7.473
N -15.390 13.977 -8.734
C -15.659 15.076 -9.388
H -16.879 15.524 -6.416
H -15.760 13.304 -6.729
H -15.303 15.097 -10.403
Br -14.582 9.095 -0.527
C -15.856 10.060 -1.622
C -17.146 9.577 -1.643
N -18.093 10.188 -2.337
C -17.820 11.203 -3.087
C -16.521 11.694 -3.244
C -15.570 11.114 -2.481
C -16.226 12.703 -4.305
O -17.153 12.960 -5.116
O -15.048 13.059 -4.340
H -17.346 8.702 -1.073
H -18.662 11.666 -3.588
H -14.547 11.555 -2.613
```

## Properties
electronic energy	-262072.54509	eV
charge	-2
2S+1	1
LUMO level	3.36	eV
gap between HOMO and LUMO	6.049	eV

Taken from the Mulliken analysis, the atomic charges in e are: 1.200 -1.186 0.271 -1.083 -0.106 0.201 -0.846 -0.330 -0.591 0.333 0.211 -1.422 -0.865 0.353 0.415 0.332 0.459 0.321 0.386 0.208 0.347 0.279 0.212 0.551 0.343 0.376 0.417 0.523 -0.063 -1.411 0.940 -0.576 -0.492 -0.290 -0.060 -0.617 1.187 -0.824 -0.832 -0.210 -0.565 0.398 -0.772 -0.727 0.407 0.339 0.271 0.272 0.334 0.370 0.255 0.287 0.131 -0.116 0.116 0.038 -0.801 -0.198 0.274 -0.530 -0.089 0.498 0.201 0.473 -0.236 -0.015 -0.200 -0.665 -0.158 0.095 -0.043 0.569 -0.753 -0.762 0.353 0.456 0.432

(3)
C29H31BF41NO5 | ωB97M-V/def2-TZVPD

```
108
C29H31BF41NO5 (ωB97M-V/def2-TZVPD)
F -4.236 0.342 1.208
C -4.268 0.546 -0.127
F -5.560 0.800 -0.458
C -3.769 -0.670 -0.908
F -4.594 -1.725 -0.721
F -3.856 -0.340 -2.226
C -2.316 -1.119 -0.668
O -2.100 -2.195 0.237
C -2.013 -1.965 1.584
F -1.925 -0.651 1.848
F -0.858 -2.523 2.005
C -3.155 -2.632 2.348
F -4.356 -2.202 1.919
F -3.062 -2.329 3.666
H -3.679 1.423 -0.364
H -1.969 -1.512 -1.621
H -1.660 -0.278 -0.453
H -3.120 -3.717 2.228
F 1.375 -2.549 -1.509
C 1.766 -1.263 -1.406
F 0.780 -0.602 -0.739
C 1.981 -0.613 -2.770
F 0.815 -0.543 -3.453
F 2.365 0.671 -2.528
C 3.062 -1.230 -3.675
O 2.634 -2.133 -4.691
C 2.439 -3.460 -4.406
F 2.917 -3.770 -3.190
F 3.169 -4.163 -5.300
C 0.975 -3.870 -4.576
F 0.170 -3.138 -3.784
F 0.828 -5.168 -4.231
H 2.669 -1.218 -0.807
H 3.482 -0.398 -4.232
H 3.882 -1.635 -3.104
H 0.661 -3.735 -5.613
F 5.093 -2.432 2.370
C 4.186 -1.593 1.843
F 3.822 -2.100 0.632
C 4.745 -0.186 1.636
F 5.735 -0.205 0.722
F 3.729 0.547 1.095
C 5.221 0.580 2.883
O 6.610 0.576 3.164
C 7.173 -0.464 3.866
F 6.226 -1.257 4.396
F 7.845 0.081 4.898
C 8.175 -1.245 3.015
F 7.588 -1.736 1.907
F 8.655 -2.287 3.728
H 3.303 -1.576 2.489
H 5.003 1.626 2.677
H 4.631 0.330 3.764
H 9.003 -0.600 2.715
F 9.733 -1.557 -3.158
C 9.899 -2.071 -4.394
F 11.183 -1.843 -4.757
C 8.966 -1.417 -5.414
F 9.267 -0.111 -5.561
F 9.228 -2.015 -6.609
C 7.451 -1.562 -5.181
O 6.772 -0.477 -4.563
C 6.742 -0.367 -3.195
F 7.196 -1.490 -2.618
F 5.434 -0.260 -2.851
C 7.469 0.883 -2.699
F 8.752 0.883 -3.100
F 7.452 0.907 -1.350
H 9.739 -3.152 -4.355
H 7.011 -1.608 -6.175
H 7.201 -2.513 -4.711
H 6.982 1.783 -3.083
F -2.700 5.958 -1.647
C -2.672 4.968 -0.737
F -1.792 4.034 -1.178
C -4.043 4.314 -0.560
F -4.424 3.696 -1.695
F -3.878 3.332 0.379
C -5.193 5.205 -0.059
O -6.089 5.728 -1.024
C -5.787 6.890 -1.694
F -4.726 7.504 -1.142
F -6.838 7.716 -1.535
C -5.603 6.650 -3.192
F -4.627 5.751 -3.421
F -5.252 7.808 -3.793
H -2.305 5.366 0.213
H -5.819 4.551 0.546
H -4.841 5.978 0.624
H -6.530 6.280 -3.634
N -5.506 -1.521 5.750
C -6.877 -1.220 5.248
C -7.618 -0.273 6.160
C -8.852 0.303 5.461
C -9.879 -0.751 5.006
B -10.949 -1.097 6.092
F -10.648 -1.691 7.211
H -5.551 -2.483 6.040
H -4.942 -1.545 4.913
H -6.801 -0.794 4.259
H -7.417 -2.152 5.142
H -7.888 -0.718 7.106
H -6.965 0.570 6.332
H -9.298 1.102 6.031
H -8.476 0.767 4.558
H -9.398 -1.637 4.611
H -10.424 -0.319 4.178
H -12.089 -0.781 5.943
```

## Properties
structure (SMILES)	FC(F)C(F)(F)COC(F)(F)C(F)F.FC(F)C(F)(F)COC(F)(F)C(F)F.FC(F)C(F)(F)COC(F)(F)C(F)F.FC(F)C(F)(F)COC(F)(F)C(F)F.FC(F)C(F)(F)COC(F)(F)C(F)F.NCCCCBF
electronic energy	-154397.64395	eV
2S+1	1
LUMO level	0.35	eV
gap between HOMO and LUMO	9.714	eV

Atom charges from the Mulliken analysis, given in e for atoms 1 to 99: -0.235 0.458 -0.302 0.888 -0.298 -0.310 -0.791 -0.365 0.809 -0.280 -0.289 0.171 -0.221 -0.295 -0.065 0.444 0.347 0.270 -0.270 0.928 -0.225 0.932 -0.311 -0.313 -0.949 -0.465 0.795 -0.274 -0.306 0.165 -0.167 -0.265 -0.404 0.487 0.526 0.237 -0.231 -0.024 -0.302 1.151 -0.170 -0.302 -1.087 -0.411 0.770 -0.283 -0.301 0.198 -0.202 -0.267 0.372 0.437 0.365 0.249 -0.198 0.093 -0.275 0.849 -0.273 -0.331 -0.702 -0.400 0.779 -0.307 -0.330 0.176 -0.244 -0.173 0.287 0.428 0.330 0.221 -0.227 0.051 -0.254 1.190 -0.296 -0.340 -0.951 -0.395 0.796 -0.282 -0.302 0.201 -0.214 -0.261 0.295 0.448 0.336 0.249 -0.743 -0.421 -0.506 -0.740 -0.595 0.376 -0.262 0.294 0.227

(4)
C29H31Br2FHfN4O5 | ωB97M-V/def2-TZVPD

```
73
C29H31Br2FHfN4O5 (ωB97M-V/def2-TZVPD)
Hf -0.189 0.144 0.167
C -2.084 2.971 0.869
C -0.694 3.367 0.484
C -0.254 4.699 0.541
C 1.034 5.018 0.208
C 1.934 4.011 -0.195
C 3.301 4.192 -0.536
Br 4.058 5.916 -0.499
C 4.078 3.127 -0.882
C 3.540 1.820 -0.918
Br 4.642 0.373 -1.378
C 2.225 1.597 -0.618
O 1.617 0.396 -0.618
C 1.426 2.706 -0.246
N 0.129 2.403 0.087
H -2.651 3.821 1.241
H -2.059 2.211 1.654
H -2.616 2.558 0.009
H -0.943 5.468 0.860
H 1.373 6.044 0.259
H 5.119 3.274 -1.132
C -4.717 -6.187 -0.109
C -4.084 -5.589 -1.354
N -2.954 -4.692 -1.037
C -3.176 -3.366 -1.012
C -2.209 -2.466 -0.694
C -2.239 -0.977 -0.579
O -2.447 -0.462 0.541
O -1.590 -0.329 -1.469
C -0.900 -2.894 -0.353
O 0.007 -2.064 -0.033
C -0.659 -4.315 -0.379
C 0.613 -4.816 -0.067
C 0.824 -6.159 -0.089
F 2.027 -6.648 0.253
C -0.192 -7.068 -0.439
C -1.440 -6.576 -0.743
C -1.702 -5.195 -0.716
N 0.011 -8.482 -0.475
C -0.297 -9.176 0.770
C -0.488 -10.656 0.497
N 0.739 -11.207 -0.183
C 1.084 -10.430 -1.430
C 1.255 -8.971 -1.057
H -5.542 -6.837 -0.397
H -5.112 -5.404 0.538
H -4.003 -6.774 0.469
H -4.810 -4.991 -1.901
H -3.731 -6.352 -2.045
H -4.179 -3.050 -1.267
H 1.406 -4.132 0.203
H -2.201 -7.290 -1.022
H -1.228 -8.794 1.187
H 0.489 -9.028 1.527
H -1.319 -10.823 -0.185
H -0.644 -11.219 1.414
H 0.598 -12.192 -0.410
H 1.531 -11.169 0.463
H 0.261 -10.572 -2.127
H 1.998 -10.851 -1.844
H 1.485 -8.409 -1.961
H 2.111 -8.867 -0.377
C 1.007 -1.203 3.858
C 1.203 -0.052 2.895
C 1.436 1.272 3.593
O 0.025 0.062 2.069
H 1.898 -1.340 4.472
H 0.811 -2.130 3.317
H 0.158 -0.998 4.512
H 2.059 -0.270 2.244
H 0.584 1.507 4.234
H 1.559 2.079 2.867
H 2.335 1.227 4.209
```

## Properties
electronic energy	-190876.43616	eV
charge	+2
2S+1	1
LUMO level	-5.42	eV
gap between HOMO and LUMO	6.716	eV

Taken from the Mulliken analysis, the atomic charges in e are: 1.826 -1.363 1.065 -1.007 -0.719 0.689 -0.134 -0.171 -0.325 -0.276 -0.124 0.585 -0.682 0.416 -0.630 0.420 0.312 0.281 0.445 0.380 0.456 -0.955 -1.012 0.125 0.195 -0.383 0.637 -0.529 -0.670 1.608 -1.405 0.876 -0.695 0.306 -0.326 -1.712 -0.766 0.420 0.340 -0.457 -0.776 -0.143 -0.939 -0.523 0.390 0.343 0.274 0.463 0.446 0.522 0.688 0.506 0.402 0.305 0.355 0.411 0.354 0.403 0.358 0.436 0.489 0.431 -1.423 0.872 -1.345 -0.458 0.405 0.266 0.335 0.111 0.323 0.260 0.416